Entry 1:
Below is a single C22H27N3O3 molecule, with properties calculated with wB97M-V/def2-TZVPD.

Properties
ΔE to the lowest compared entry with this formula, charge and spin	1.4613	eV
LUMO energy	0.6	eV
E_tot	-33866.790	eV
net charge	0
Kohn-Sham gap	8.95	eV

Geometry (Å):
C  5.78  1.75  -1.36
C  4.28  1.98  -1.55
C  3.94  3.48  -1.52
N  3.77  1.33  -2.74
C  2.86  0.37  -2.48
O  2.27  -0.33  -3.25
N  2.71  0.33  -1.08
C  1.80  -0.60  -0.44
C  0.73  0.10  0.42
O  1.22  0.33  1.72
C  -0.54  -0.75  0.52
N  -1.72  0.09  0.60
C  -1.89  0.75  1.89
C  -2.22  -0.17  3.04
C  -1.20  -0.74  3.80
C  -1.49  -1.64  4.81
C  -2.80  -1.98  5.08
C  -3.83  -1.41  4.34
C  -3.53  -0.51  3.33
C  -2.92  -0.59  0.14
C  -2.82  -0.91  -1.32
C  -3.28  -2.13  -1.82
C  -3.19  -2.40  -3.18
C  -2.64  -1.48  -4.04
C  -2.18  -0.27  -3.55
C  -2.28  0.02  -2.20
C  3.49  1.25  -0.46
O  3.56  1.46  0.73
H  6.07  2.09  -0.38
H  6.01  0.69  -1.45
H  6.34  2.29  -2.12
H  4.17  3.88  -0.54
H  4.51  4.01  -2.28
H  2.88  3.63  -1.72
H  4.07  1.56  -3.67
H  1.34  -1.15  -1.27
H  2.37  -1.29  0.18
H  0.47  1.05  -0.07
H  2.07  0.79  1.66
H  -0.64  -1.36  -0.38
H  -0.44  -1.43  1.39
H  -0.95  1.27  2.11
H  -2.68  1.50  1.77
H  -0.17  -0.46  3.59
H  -0.69  -2.07  5.39
H  -3.03  -2.68  5.87
H  -4.85  -1.66  4.56
H  -4.34  -0.06  2.76
H  -3.76  0.09  0.30
H  -3.12  -1.52  0.71
H  -3.70  -2.86  -1.15
H  -3.55  -3.35  -3.56
H  -2.56  -1.70  -5.10
H  -1.75  0.46  -4.22
H  -1.92  0.95  -1.81

Results of the natural (NBO) charge analysis, in e, for atoms 1 through 4: number 1, C, carries -0.604; number 2, C, carries 0.024; number 3, C, carries -0.604; number 4, N, carries -0.624

=====

Entry 2:
Below is a single C22H27N3O6S molecule, with properties calculated with wB97M-V/def2-TZVPD.

Properties
ΔE to the lowest compared entry with this formula, charge and spin	2.9431	eV
LUMO energy	0.6	eV
E_tot	-50841.123	eV
net charge	0
Kohn-Sham gap	8.37	eV

Geometry (Å):
H  0.42  3.21  -1.67
N  0.12  2.77  -2.53
C  -0.34  1.60  -2.44
C  -0.86  0.87  -3.59
C  -0.86  1.31  -4.94
N  -1.35  0.59  -5.90
C  -1.24  1.20  -7.11
C  -1.75  0.52  -8.33
C  -0.65  2.43  -7.05
S  -0.20  2.84  -5.44
C  -1.39  -0.31  -3.18
O  -1.96  -1.23  -3.94
C  -1.25  -0.43  -1.69
N  -0.53  0.77  -1.34
C  -0.01  0.97  -0.06
C  1.23  1.57  0.13
C  1.72  1.76  1.41
C  1.01  1.34  2.52
C  -0.23  0.69  2.34
C  -0.74  0.54  1.06
O  -0.84  0.27  3.48
C  -1.94  -0.61  3.41
C  -1.89  -1.49  4.66
O  -0.95  -2.52  4.41
C  -0.48  -3.17  5.57
C  0.58  -4.21  5.18
O  1.86  -3.66  4.95
C  2.32  -3.61  3.62
C  1.76  -2.45  2.78
O  2.43  -1.23  2.97
C  2.27  -0.68  4.27
C  2.58  0.82  4.20
O  1.46  1.58  3.80
H  -1.59  1.14  -9.21
H  -2.82  0.32  -8.23
H  -1.25  -0.43  -8.47
H  -0.45  3.10  -7.86
H  -1.93  -0.89  -4.86
H  -0.70  -1.33  -1.40
H  -2.25  -0.47  -1.23
H  1.82  1.86  -0.72
H  2.68  2.24  1.55
H  -1.70  0.08  0.91
H  -1.87  -1.27  2.53
H  -2.88  -0.05  3.38
H  -2.88  -1.93  4.86
H  -1.58  -0.88  5.51
H  -0.03  -2.45  6.27
H  -1.31  -3.68  6.07
H  0.69  -4.91  6.01
H  0.23  -4.76  4.29
H  3.40  -3.51  3.69
H  2.08  -4.56  3.11
H  1.90  -2.68  1.72
H  0.69  -2.34  2.99
H  1.24  -0.81  4.61
H  2.95  -1.17  4.98
H  3.42  0.97  3.51
H  2.84  1.20  5.19

Results of the natural (NBO) charge analysis, in e, for atoms 1 through 4: number 1, H, carries 0.357; number 2, N, carries -0.739; number 3, C, carries 0.472; number 4, C, carries -0.288

=====

Entry 3:
Below is a single C22H27N5O3 molecule at a distorted geometry, with properties calculated with wB97M-V/def2-TZVPD.

Properties
ΔE to the lowest compared entry with this formula, charge and spin	0.0581	eV
LUMO energy	0.4	eV
E_tot	-36847.298	eV
net charge	0
Kohn-Sham gap	9.56	eV

Geometry (Å):
C  -0.82  -0.01  -4.89
C  0.19  1.07  -4.52
O  0.26  1.25  -3.11
C  -0.65  2.05  -2.55
O  -1.52  2.62  -3.15
C  -0.47  2.14  -1.04
C  -1.69  1.46  -0.36
C  -1.89  0.07  -0.88
C  -2.82  -0.20  -1.87
C  -2.98  -1.48  -2.37
C  -2.21  -2.52  -1.89
C  -1.27  -2.27  -0.90
C  -1.12  -0.99  -0.40
N  0.77  1.55  -0.61
C  1.79  2.30  -0.13
O  1.72  3.50  0.01
C  3.01  1.50  0.30
C  3.01  1.32  1.83
C  1.79  0.57  2.30
C  0.65  1.25  2.81
C  0.62  2.72  3.03
N  -0.46  0.62  3.14
C  -0.50  -0.69  3.02
N  -1.48  -1.55  3.26
C  -0.95  -2.75  2.97
C  -1.72  -4.01  3.08
N  0.31  -2.71  2.56
N  0.62  -1.42  2.59
C  1.76  -0.81  2.22
C  2.88  -1.69  1.77
H  -0.78  -0.19  -5.96
H  -1.82  0.31  -4.62
H  -0.59  -0.94  -4.37
H  1.20  0.79  -4.82
H  -0.09  2.02  -4.99
H  -0.44  3.20  -0.76
H  -2.57  2.07  -0.57
H  -1.52  1.45  0.72
H  -3.43  0.61  -2.25
H  -3.72  -1.67  -3.14
H  -2.33  -3.52  -2.28
H  -0.67  -3.07  -0.50
H  -0.40  -0.80  0.38
H  0.90  0.57  -0.80
H  3.90  2.06  0.02
H  3.03  0.53  -0.20
H  3.91  0.79  2.12
H  3.03  2.31  2.28
H  0.84  3.27  2.11
H  -0.36  3.00  3.39
H  1.36  3.00  3.78
H  -2.16  -4.08  4.07
H  -2.53  -4.00  2.35
H  -1.06  -4.85  2.90
H  3.06  -1.58  0.70
H  2.61  -2.73  1.97
H  3.80  -1.45  2.29

Results of the natural (NBO) charge analysis, in e, for atoms 1 through 4: number 1, C, carries -0.635; number 2, C, carries -0.074; number 3, O, carries -0.516; number 4, C, carries 0.806